A structure of composition C4H5I3O at a distorted geometry. Source: OMol25; level of theory: ωB97M-V/def2-TZVPD.

Geometry as XYZ:
```
13
Properties=species:S:1:pos:R:3:lowdin_charge:R:1
I -2.15558 -0.40140 -1.40541 0.798
I 1.93225 1.65015 1.15083 0.803
I -1.85276 2.03621 1.08282 0.837
O -0.69554 -0.48397 1.16408 -0.387
C 0.49583 1.00848 -0.35621 -0.821
C -0.80701 0.38310 0.17936 -1.363
C 0.04988 -1.70300 1.02681 -0.067
C 0.80547 1.10529 -1.68145 -0.067
H -0.02769 -2.25209 2.04658 0.131
H 1.11189 -1.45152 0.85077 0.081
H 1.55108 1.68351 -2.08405 0.025
H 0.02306 0.82021 -2.39878 -0.008
H -0.43088 -2.39495 0.42464 0.039
```

Values from the calculation:
**Molar mass**: 449.8 g mol⁻¹
**Energy**: -30576.2858 eV
**Largest force on an atom**: 4.078 eV/Å
**HOMO**: -8.989 eV
**ΔE to the lowest compared entry with this formula, charge and spin**: 0.4769 eV



A cluster of 2 separate species, C4H5IN in total at a distorted geometry. Source: OMol25; level of theory: ωB97M-V/def2-TZVPD.

Geometry as XYZ:
```
11
Properties=species:S:1:pos:R:3:lowdin_charge:R:1
I 3.13475 0.16983 -1.80229 1.051
N -1.73382 0.41460 0.34604 0.263
C 0.55249 0.97271 -0.10115 -0.138
C -0.69586 1.34844 0.43582 -0.264
C 1.63426 0.61348 -0.52880 -0.633
C -0.08730 -1.96905 0.05142 0.349
H -1.40001 -0.56054 0.18347 -0.002
H -0.91001 1.63267 1.45320 0.173
H -0.43128 -2.92912 0.24874 -0.028
H -1.08802 2.30004 -0.10202 0.223
H 1.02481 -1.99306 -0.18443 0.007
```

Values from the calculation:
**Molar mass**: 194.0 g mol⁻¹
**Energy**: -13801.4162 eV
**Largest force on an atom**: 3.026 eV/Å
**HOMO (alpha / beta)**: -13.763 / -13.992 eV
**ΔE to the lowest compared entry with this formula, charge and spin**: 8.6191 eV
**Charge**: +1



The molecule C4H5IN2 at a distorted geometry. Source: OMol25; level of theory: ωB97M-V/def2-TZVPD.

Geometry as XYZ:
```
12
Properties=species:S:1:pos:R:3:lowdin_charge:R:1
I -3.60930 -0.42674 0.17608 0.758
N -1.13957 1.43059 -0.18542 0.001
N 0.00648 1.70775 -0.04597 -0.032
C 0.89620 -0.59619 -0.28513 -0.157
C 1.05407 0.77684 0.30820 -0.217
C -0.55962 -0.98799 -0.12308 -0.193
C -1.50936 -0.10128 -0.07528 -0.712
H 0.80636 -0.49494 -1.42476 0.154
H -0.68116 -2.03495 0.10887 0.101
H 1.92905 1.23849 0.00105 0.082
H 1.53155 -1.25730 0.16390 0.081
H 1.27531 0.74573 1.38153 0.134
```

Values from the calculation:
**Molar mass**: 208.0 g mol⁻¹
**Energy**: -15306.6948 eV
**Largest force on an atom**: 5.297 eV/Å
**HOMO**: -8.700 eV
**SMILES**: IC1=CCCN=N1
**ΔE to the lowest compared entry with this formula, charge and spin**: 2.8498 eV



The molecule C4H5IN2 at a distorted geometry. Source: OMol25; level of theory: ωB97M-V/def2-TZVPD.

Geometry as XYZ:
```
12
Properties=species:S:1:pos:R:3:lowdin_charge:R:1
I -1.65346 -0.90871 3.12769 0.831
N -1.30209 0.77475 -0.94274 -0.087
N -1.92576 0.37854 -0.03686 0.135
C 0.07151 0.79675 -1.13905 -0.212
C -0.72837 -0.42919 1.40323 -0.745
C 0.52924 -0.48007 1.02020 -0.230
C 0.80226 -0.33911 -0.43230 -0.178
H 1.81059 -0.16149 -0.46238 0.087
H 0.48295 -1.21047 -0.87223 0.094
H 1.21138 -0.76354 1.71433 0.057
H 0.57445 1.75281 -1.16089 0.127
H 0.12731 0.58973 -2.21899 0.123
```

Values from the calculation:
**Molar mass**: 208.0 g mol⁻¹
**Energy**: -15305.3947 eV
**Largest force on an atom**: 3.609 eV/Å
**HOMO**: -7.872 eV
**ΔE to the lowest compared entry with this formula, charge and spin**: 4.1500 eV



The molecule C4H5IN2O at a distorted geometry. Source: OMol25; level of theory: ωB97M-V/def2-TZVPD.

Geometry as XYZ:
```
13
Properties=species:S:1:pos:R:3:lowdin_charge:R:1
I 3.04439 0.54605 -0.20979 0.875
O -1.37018 -2.72825 -0.14514 0.015
N -1.08560 -0.48879 0.24720 0.078
N -0.05723 0.45104 0.42012 -0.173
C -0.24425 1.87066 0.02979 -0.084
C 0.79593 -1.58994 -0.31057 -0.058
C 1.14474 -0.32180 -0.12961 -0.712
C -0.68173 -1.70888 -0.06025 -0.519
H 1.51077 -2.47424 -0.45703 0.142
H -1.42370 2.01773 0.18610 0.129
H 0.15830 2.20407 -0.94030 0.072
H -2.02903 -0.27906 0.62254 0.186
H 0.23760 2.50141 0.74694 0.051
```

Values from the calculation:
**Molar mass**: 224.0 g mol⁻¹
**Energy**: -17355.3923 eV
**Largest force on an atom**: 3.857 eV/Å
**HOMO**: -8.683 eV
**SMILES**: Cn1[nH]c(=O)cc1I
**ΔE to the lowest compared entry with this formula, charge and spin**: 1.2660 eV



The molecule C4H5IN2O at a distorted geometry. Source: OMol25; level of theory: ωB97M-V/def2-TZVPD.

Geometry as XYZ:
```
13
Properties=species:S:1:pos:R:3:lowdin_charge:R:1
I -1.73476 -2.65050 0.08674 0.823
O 1.43138 1.96271 -0.04255 0.048
N 0.14093 0.06261 0.51136 -0.072
N 0.70472 0.42679 -1.60484 0.060
C -0.11683 -0.66777 -1.71536 -0.187
C -0.24507 0.21573 1.88419 -0.101
C -0.53730 -1.00491 -0.45722 -0.654
C 0.78008 0.98477 -0.34722 -0.539
H 1.18686 0.93900 -2.44455 0.213
H -0.43282 -0.92449 -2.72069 0.116
H 0.51259 0.78170 2.54503 0.117
H -1.24156 0.66182 1.82363 0.078
H -0.44822 -0.78744 2.48147 0.097
```

Values from the calculation:
**Molar mass**: 224.0 g mol⁻¹
**Energy**: -17356.3080 eV
**Largest force on an atom**: 4.592 eV/Å
**HOMO**: -8.240 eV
**SMILES**: Cn1c(I)c[nH]c1=O
**ΔE to the lowest compared entry with this formula, charge and spin**: 0.3503 eV



A structure of composition C4H5IN2OS at a distorted geometry. Source: OMol25; level of theory: ωB97M-V/def2-TZVPD.

Geometry as XYZ:
```
14
Properties=species:S:1:pos:R:3:lowdin_charge:R:1
I -1.26003 -0.43804 -2.40173 0.783
S -0.07536 0.14381 2.15018 1.031
O -1.34642 -2.71836 -0.28454 0.010
N 1.35856 1.42599 0.20657 0.025
N -0.64780 -0.55415 -0.49660 -0.519
C 0.65932 0.83334 0.96161 -0.528
C 1.39652 2.24947 -0.94385 -0.097
C -0.92643 -1.56986 0.21760 -0.795
C -0.48822 -1.48810 1.56327 -0.398
H 0.50612 1.95547 -1.56379 0.039
H 2.38297 2.00522 -1.50928 0.114
H -1.07130 -2.03534 2.42551 0.078
H 1.40842 3.38592 -0.71140 0.117
H -1.89634 -3.19538 0.38645 0.139
```

Values from the calculation:
**Molar mass**: 256.1 g mol⁻¹
**Energy**: -28188.1570 eV
**Largest force on an atom**: 4.368 eV/Å
**HOMO**: -7.117 eV
**ΔE to the lowest compared entry with this formula, charge and spin**: 3.4301 eV



The ion C4H5INO2 with charge -1 at a distorted geometry. Source: OMol25; level of theory: ωB97M-V/def2-TZVPD.

Geometry as XYZ:
```
13
Properties=species:S:1:pos:R:3:lowdin_charge:R:1
I -2.78928 -1.11082 -0.88875 0.679
O -2.03702 1.97002 0.29135 -0.041
O -0.89153 2.13696 2.22419 -0.021
N -0.23032 0.44432 0.80329 0.071
C 1.59808 -0.59039 -0.44379 -0.071
C -1.23916 1.71151 1.14910 -0.746
C -0.67184 -1.18071 -0.98056 -0.612
C 0.10689 -0.39047 -0.21325 -0.538
H 0.56389 0.64032 1.40264 0.082
H -0.32341 -1.71763 -1.84271 -0.006
H 2.02898 0.30698 -0.88622 0.073
H 1.77648 -1.43099 -1.11426 0.060
H 2.10824 -0.78910 0.49897 0.069
```

Values from the calculation:
**Molar mass**: 226.0 g mol⁻¹
**Energy**: -17916.1106 eV
**Largest force on an atom**: 1.757 eV/Å
**HOMO**: -3.878 eV
**SMILES**: C/C(=C/I)NC(=O)[O-]
**ΔE to the lowest compared entry with this formula, charge and spin**: 0.0000 eV
**Charge**: -1